Record 1
The following is a quantum chemistry calculation of 2 unconnected molecules or ions with the total composition C10H16O at a distorted geometry, from OMol25.

- Energy above the lowest of the compared OMol25 structures with the same formula, charge and spin: 86.99 kcal per mole
- SMILES string: Cc1ccc(O)cc1.CCC
- LUMO: 0.78 eV
- Gap between HOMO and LUMO: 8.8 eV
- Net charge: 0
- Total energy: -12673.9527 eV

CARTESIAN COORDINATES (ANGSTROEM)
C (0.19, 1.95, -1.89)
C (-1.33, 2.27, -1.89)
C (0.53, 0.55, -2.46)
H (0.99, 2.64, -2.32)
H (0.62, 2.10, -0.87)
H (-1.74, 1.72, -0.87)
H (-0.22, 0.44, -3.18)
H (-1.76, 1.59, -2.60)
H (-1.61, 3.42, -1.89)
H (1.51, 0.34, -2.66)
H (0.46, -0.34, -1.70)
C (-1.89, -0.65, 2.63)
C (0.91, -2.46, 1.07)
C (1.79, -1.39, 0.75)
C (-0.37, -2.33, 1.43)
C (-0.83, -0.99, 1.68)
C (1.18, -0.10, 0.59)
C (-0.10, 0.06, 1.12)
O (2.95, -1.90, 0.16)
H (1.27, -3.40, 0.84)
H (-1.02, -3.13, 1.73)
H (1.77, 0.78, 0.16)
H (3.45, -1.01, -0.04)
H (-1.30, -0.33, 3.60)
H (-2.63, -1.33, 2.99)
H (-0.47, 1.09, 1.17)
H (-2.34, 0.42, 2.45)

natural (NBO) atomic charges, in units of e:
1 C -0.421
2 C -0.621
3 C -0.621
4 H 0.208
5 H 0.187
6 H 0.204
7 H 0.205
8 H 0.209
9 H 0.230
10 H 0.213
11 H 0.212
12 C -0.635
13 C -0.246
14 C 0.270
15 C -0.199
16 C -0.023
17 C -0.272
18 C -0.230
19 O -0.663
20 H 0.214
21 H 0.214
22 H 0.216
23 H 0.474
24 H 0.219
25 H 0.227
26 H 0.212
27 H 0.218

Record 2
The following is a quantum chemistry calculation of a single C10H16O3 molecule at a distorted geometry, from OMol25.

- Energy above the lowest of the compared OMol25 structures with the same formula, charge and spin: 201.21 kcal per mole
- LUMO (spin up / spin down): -1.37 / -0.71 eV
- Gap between HOMO and LUMO (spin up / spin down): 7.9 / 8.8 eV
- Net charge: 0
- Total energy: -16763.2613 eV

CARTESIAN COORDINATES (ANGSTROEM)
C (0.91, -1.94, 1.13)
C (1.00, -1.17, -0.17)
C (-0.49, -0.84, -0.58)
C (-0.71, -0.04, -1.81)
C (-0.52, 1.30, -0.88)
C (-0.93, 0.54, 0.34)
C (-2.46, 0.47, 0.48)
C (-0.34, 0.90, 1.66)
C (0.92, 1.60, -0.79)
C (1.69, 0.22, -0.50)
O (2.54, 0.55, 0.37)
O (3.13, -2.21, -0.64)
O (1.80, -2.09, -1.01)
H (1.78, -1.79, 1.78)
H (0.11, -1.66, 1.82)
H (0.67, -2.97, 0.93)
H (-1.10, -1.71, -0.31)
H (0.10, -0.22, -2.55)
H (-1.73, -0.20, -2.18)
H (-1.21, 2.07, -1.24)
H (-2.86, 1.46, 0.71)
H (-3.06, 0.15, -0.40)
H (-2.82, -0.15, 1.33)
H (-0.65, 1.94, 1.80)
H (-0.73, 0.29, 2.47)
H (0.73, 0.85, 1.59)
H (1.30, 2.09, -1.68)
H (1.07, 2.33, -0.03)
H (1.84, 0.22, -1.61)

natural (NBO) atomic charges, in units of e:
1 C -0.650
2 C 0.197
3 C -0.205
4 C -0.435
5 C -0.232
6 C 0.022
7 C -0.623
8 C -0.648
9 C -0.347
10 C 0.055
11 O -0.347
12 O -0.134
13 O -0.188
14 H 0.240
15 H 0.216
16 H 0.233
17 H 0.211
18 H 0.209
19 H 0.228
20 H 0.225
21 H 0.208
22 H 0.213
23 H 0.215
24 H 0.215
25 H 0.221
26 H 0.233
27 H 0.222
28 H 0.223
29 H 0.222

Record 3
The following is a quantum chemistry calculation of a gas-phase ion, C10H17BFINO4 (charge +1) at a distorted geometry, from OMol25.

- SMILES string: CCOB(O)[C@H]1[C@@H](CC(=O)F)CC[N@@H+]1CC(=O)I
- LUMO: -3.64 eV
- Gap between HOMO and LUMO: 9.5 eV
- Net charge: +1
- Total energy: -31813.9614 eV

CARTESIAN COORDINATES (ANGSTROEM)
C (3.18, 0.74, 0.74)
C (3.27, -0.47, -0.25)
O (2.20, -1.43, -0.10)
B (1.07, -1.06, -0.83)
O (1.02, -1.35, -2.20)
C (-0.11, -0.27, 0.00)
C (-1.25, 0.40, -0.84)
C (-0.82, 1.56, -1.80)
C (-0.50, 2.82, -0.94)
O (0.09, 3.71, -1.39)
F (-0.86, 2.91, 0.39)
C (-1.98, -0.88, -1.41)
C (-1.94, -1.78, -0.08)
N (-0.81, -1.30, 0.82)
C (-1.29, -1.01, 2.22)
C (-1.00, 0.43, 2.75)
O (0.07, 0.84, 2.95)
I (-2.64, 1.78, 3.20)
H (4.13, 0.99, 1.26)
H (2.74, 1.64, 0.23)
H (2.43, 0.46, 1.52)
H (4.21, -1.03, 0.00)
H (3.40, -0.10, -1.29)
H (1.12, -0.52, -2.70)
H (0.49, 0.53, 0.48)
H (-1.94, 0.78, -0.04)
H (-1.65, 1.80, -2.50)
H (0.09, 1.30, -2.37)
H (-2.98, -0.51, -1.73)
H (-1.53, -1.43, -2.26)
H (-1.80, -2.83, -0.40)
H (-2.98, -1.64, 0.30)
H (-0.24, -2.14, 0.96)
H (-0.80, -1.72, 2.93)
H (-2.38, -1.19, 2.35)

natural (NBO) atomic charges, in units of e:
1 C -0.657
2 C -0.083
3 O -0.754
4 B 1.232
5 O -0.918
6 C -0.430
7 C -0.217
8 C -0.513
9 C 0.857
10 O -0.479
11 F -0.347
12 C -0.417
13 C -0.257
14 N -0.359
15 C -0.349
16 C 0.444
17 O -0.472
18 I 0.128
19 H 0.251
20 H 0.207
21 H 0.219
22 H 0.217
23 H 0.183
24 H 0.510
25 H 0.290
26 H 0.225
27 H 0.279
28 H 0.234
29 H 0.243
30 H 0.247
31 H 0.251
32 H 0.255
33 H 0.457
34 H 0.268
35 H 0.258

Record 4
The following is a quantum chemistry calculation of 3 unconnected molecules or ions with the total composition C10H17Cl2FNO6S at a distorted geometry, from OMol25.

- LUMO: 2.26 eV
- Gap between HOMO and LUMO: 7.3 eV
- Net charge: -1
- Total energy: -63013.7153 eV

CARTESIAN COORDINATES (ANGSTROEM)
C (3.59, -1.26, 1.22)
C (2.39, -0.15, 0.95)
Cl (2.11, -0.10, -0.92)
C (0.95, -0.65, 1.65)
Cl (0.30, 0.82, 2.56)
N (0.09, -1.15, 0.51)
C (0.16, -2.68, 0.47)
O (0.52, -3.34, -0.67)
O (-0.20, -3.54, 1.64)
S (-1.60, -0.75, 0.69)
O (-2.37, -1.70, -0.30)
O (-1.96, 0.70, 0.21)
F (-2.25, -1.12, 2.26)
H (4.66, -0.86, 0.96)
H (3.34, -2.18, 0.53)
H (3.58, -1.64, 2.35)
H (2.69, 0.94, 1.27)
H (1.26, -1.52, 2.40)
C (-4.48, 1.44, 1.98)
C (-4.45, 1.60, 3.47)
O (-3.40, 1.49, 4.11)
C (-5.75, 1.89, 4.17)
H (-3.47, 1.22, 1.61)
H (-5.13, 0.60, 1.71)
H (-4.83, 2.36, 1.51)
H (-6.46, 1.08, 3.99)
H (-6.16, 2.84, 3.80)
H (-5.57, 1.98, 5.24)
C (2.74, -0.78, -5.28)
C (3.36, 0.23, -4.35)
O (3.60, -0.04, -3.18)
C (3.68, 1.59, -4.92)
H (2.56, -1.71, -4.73)
H (1.78, -0.40, -5.64)
H (3.41, -0.98, -6.11)
H (2.77, 2.07, -5.27)
H (4.40, 1.49, -5.74)
H (4.13, 2.22, -4.14)

natural (NBO) atomic charges, in units of e:
1 C -0.662
2 C -0.185
3 Cl -0.050
4 C -0.067
5 Cl -0.041
6 N -0.652
7 C 0.779
8 O -0.644
9 O -0.773
10 S 2.233
11 O -0.839
12 O -0.836
13 F -0.461
14 H 0.224
15 H 0.257
16 H 0.214
17 H 0.236
18 H 0.277
19 C -0.736
20 C 0.590
21 O -0.544
22 C -0.718
23 H 0.279
24 H 0.229
25 H 0.216
26 H 0.226
27 H 0.221
28 H 0.227
29 C -0.722
30 C 0.582
31 O -0.526
32 C -0.718
33 H 0.251
34 H 0.229
35 H 0.218
36 H 0.228
37 H 0.220
38 H 0.235